The following is a DFT calculation (the ωB97M-V functional and the def2-TZVPD basis) of one molecule with the formula C7H10.

Its net charge is 0. The calculation puts the energy above the lowest of the compared OMol25 structures with the same formula, charge and spin at 493.2 kJ/mol. For the HOMO-LUMO gap, the calculation gives 8.5 eV.

XYZ file:
```
17
C7H10 the ωB97M-V functional and the def2-TZVPD basis
C 0.02809 -1.98763 0.74849
C 0.47620 -1.57596 -0.62344
C 0.56232 -0.60072 0.51818
C 1.03596 2.21070 -0.85760
C 0.04004 1.96044 0.13229
C -1.11175 1.11847 -0.50415
C -0.37405 0.56921 0.64378
H 0.64156 -2.68833 1.30827
H -1.04111 -2.08898 0.92065
H 1.40232 -1.98952 -1.01274
H -0.29184 -1.41791 -1.37659
H 1.56318 -0.41120 0.90223
H 1.31078 1.21789 -1.27535
H -0.32141 2.79499 0.73372
H -0.93180 0.70732 -1.49352
H -2.10051 1.54492 -0.36608
H -0.88801 0.63632 1.60186
```